Run 1
{
  "formula": "C5H6NO",
  "method": "wB97M-V/def2-TZVPD",
  "charge": 1,
  "smiles": "C#[N+]/C=C\\C=C\\O",
  "lumo_energy_ev": -5.6,
  "homo_lumo_gap_ha": 0.29044,
  "symbols": ["C", "N", "C", "C", "C", "C", "O", "H", "H", "H", "H", "H", "H"],
  "positions_angstrom": [[1.46, -1.11, -0.50], [0.55, -1.11, -1.27], [-0.69, -0.60, -1.46], [-1.29, 0.44, -0.79], [-0.72, 0.85, 0.45], [0.58, 0.71, 0.86], [0.93, 0.48, 2.12], [2.43, -1.37, -0.16], [-1.27, -1.21, -2.22], [-2.26, 0.87, -1.03], [-1.51, 1.09, 1.22], [1.46, 1.06, 0.17], [0.34, -0.10, 2.60]]
}



Run 2
{
  "formula": "C5H6NO",
  "method": "wB97M-V/def2-TZVPD",
  "charge": 1,
  "lumo_energy_ev": -7.3,
  "homo_lumo_gap_ha": 0.31058,
  "symbols": ["C", "C", "C", "C", "C", "N", "O", "H", "H", "H", "H", "H", "H"],
  "positions_angstrom": [[-0.11, 1.79, 1.18], [-0.11, 0.22, -0.53], [-0.25, -0.25, 0.75], [0.35, 0.52, -1.80], [-0.20, -1.62, 1.11], [-0.13, 2.66, 0.44], [-0.34, 0.65, 1.74], [-0.48, 0.23, -2.53], [1.28, 0.14, -2.07], [0.28, 1.65, -1.85], [0.69, -1.74, 1.74], [0.03, -2.12, 0.25], [-1.01, -2.14, 1.58]]
}



Stability comparison, relative energies in hartree: run 1 0.0000; run 2 0.0582



Run 1
{
  "formula": "C3H8O2S",
  "method": "wB97M-V/def2-TZVPD",
  "charge": -2,
  "lumo_energy_ev": 5.8,
  "homo_lumo_gap_ha": 0.21937,
  "symbols": ["C", "O", "C", "C", "S", "H", "H", "H", "H", "H", "H", "H", "H", "O"],
  "positions_angstrom": [[-0.55, -0.53, 0.45], [-0.70, -1.18, 1.74], [0.48, 0.57, 0.32], [0.56, 0.98, -1.17], [1.75, 2.26, -1.56], [-0.22, -1.28, -0.32], [-1.61, -0.24, 0.15], [1.48, 0.14, 0.54], [0.28, 1.44, 1.02], [-0.49, 1.28, -1.51], [0.77, 0.06, -1.83], [-0.89, -2.16, 1.73], [-2.03, -3.30, 1.93], [-2.83, -3.59, 1.46]]
}



Run 2
{
  "formula": "C3H8O2S",
  "method": "wB97M-V/def2-TZVPD",
  "charge": -2,
  "lumo_energy_ev": 5.5,
  "homo_lumo_gap_ha": 0.21655,
  "symbols": ["C", "O", "C", "C", "S", "H", "H", "H", "H", "H", "H", "H", "H", "O"],
  "positions_angstrom": [[-0.17, 0.16, -0.02], [0.80, -0.91, -0.01], [-1.26, -0.08, 1.04], [-2.46, 0.84, 0.79], [-2.25, 2.50, 1.54], [-0.68, 0.15, -0.98], [0.34, 1.09, 0.24], [-1.52, -1.13, 0.92], [-0.86, 0.16, 2.01], [-2.58, 0.96, -0.30], [-3.40, 0.41, 1.12], [1.45, -0.64, 0.66], [5.85, -1.93, -3.56], [6.74, -1.57, -3.46]]
}



Stability comparison, relative energies in hartree: run 1 0.0235; run 2 0.0000



Run 1
{
  "formula": "C2H2Cl3O2S",
  "method": "wB97M-V/def2-TZVPD",
  "charge": -1,
  "lumo_energy_ev": [3.3, 3.2],
  "homo_lumo_gap_ha": [0.25967, 0.27102],
  "symbols": ["C", "C", "O", "O", "S", "Cl", "Cl", "Cl", "H", "H"],
  "positions_angstrom": [[-1.84, 0.06, 0.31], [0.66, 0.00, -0.80], [0.92, -1.53, 1.24], [2.07, 0.67, 1.44], [1.91, -0.59, 0.66], [-2.22, 1.67, 0.32], [0.55, -1.06, -2.14], [0.84, 1.62, -1.31], [-1.95, -0.57, -0.58], [-0.94, -0.27, 0.87]]
}



Run 2
{
  "formula": "C2H2Cl3O2S",
  "method": "wB97M-V/def2-TZVPD",
  "charge": -1,
  "lumo_energy_ev": 3.0,
  "homo_lumo_gap_ha": 0.29706,
  "symbols": ["C", "C", "O", "O", "S", "Cl", "Cl", "Cl", "H", "H"],
  "positions_angstrom": [[-0.60, -0.12, -0.23], [-1.49, -0.76, 0.51], [2.08, -2.80, 1.84], [2.22, -1.23, 0.07], [2.83, -1.64, 1.36], [2.24, 0.09, 2.91], [-3.10, -0.26, 0.31], [-1.23, -2.15, 1.49], [-0.88, 0.71, -0.89], [0.37, -0.34, -0.12]]
}



Stability comparison, relative energies in hartree: run 1 0.1363; run 2 0.0000



Run 1
{
  "formula": "C3H14O3S2",
  "method": "wB97M-V/def2-TZVPD",
  "smiles": "CCCSS.O.O.O",
  "lumo_energy_ev": 0.4,
  "homo_lumo_gap_ha": 0.32115,
  "symbols": ["C", "C", "C", "S", "S", "H", "H", "H", "H", "H", "H", "H", "H", "O", "H", "H", "O", "H", "H", "O", "H", "H"],
  "positions_angstrom": [[-0.02, -0.17, -1.47], [0.64, -1.29, -0.64], [-0.29, -2.47, -0.13], [-2.05, -2.34, -0.53], [-2.59, -1.24, 1.13], [0.38, 0.81, -1.18], [0.16, -0.37, -2.52], [-1.10, -0.06, -1.39], [1.07, -0.79, 0.21], [1.41, -1.71, -1.29], [-0.24, -2.44, 0.94], [0.23, -3.36, -0.47], [-3.41, -0.34, 0.57], [0.87, 2.29, 1.21], [1.34, 1.79, 1.89], [1.40, 3.09, 1.11], [-1.58, 3.13, -1.95], [-0.77, 3.64, -2.02], [-1.36, 2.23, -2.21], [2.06, -0.03, 2.65], [1.17, -0.36, 2.71], [2.69, -0.01, 3.37]]
}



Run 2
{
  "formula": "C3H14O3S2",
  "method": "wB97M-V/def2-TZVPD",
  "smiles": "CCCSS.O.O.O",
  "lumo_energy_ev": 0.4,
  "homo_lumo_gap_ha": 0.34752,
  "symbols": ["C", "C", "C", "S", "S", "H", "H", "H", "H", "H", "H", "H", "H", "O", "H", "H", "O", "H", "H", "O", "H", "H"],
  "positions_angstrom": [[1.70, -1.99, 1.97], [1.07, -1.18, 0.84], [0.36, -2.05, -0.17], [-0.44, -1.08, -1.51], [-2.36, -0.99, -0.87], [1.63, -1.51, 2.95], [1.22, -2.96, 2.07], [2.74, -2.26, 1.76], [1.77, -0.51, 0.35], [0.32, -0.51, 1.28], [-0.38, -2.73, 0.24], [1.08, -2.63, -0.72], [-2.45, 0.27, -0.41], [0.56, 2.77, 1.05], [1.43, 3.14, 1.15], [0.64, 1.81, 1.07], [-1.60, 1.84, 2.69], [-1.97, 1.20, 2.07], [-0.93, 2.33, 2.17], [2.82, 2.99, -2.15], [2.98, 3.25, -3.07], [3.69, 3.20, -1.79]]
}



Run 3
{
  "formula": "C3H14O3S2",
  "method": "wB97M-V/def2-TZVPD",
  "smiles": "CCSSC.O.O.O",
  "lumo_energy_ev": 0.3,
  "homo_lumo_gap_ha": 0.35400,
  "symbols": ["C", "C", "S", "S", "C", "H", "H", "H", "H", "H", "H", "H", "H", "O", "H", "H", "O", "H", "H", "O", "H", "H"],
  "positions_angstrom": [[-0.49, -0.71, 1.06], [0.63, 0.15, 1.72], [1.20, 1.66, 0.92], [-0.39, 2.24, -0.38], [-0.02, 1.42, -1.91], [-1.41, -0.02, 1.12], [-0.51, -1.76, 1.46], [-0.30, -0.76, 0.00], [0.20, 0.41, 2.72], [1.57, -0.42, 1.93], [1.02, 1.60, -2.11], [-0.37, 0.38, -2.00], [-0.58, 1.94, -2.67], [2.09, -1.55, -0.32], [2.50, -0.85, 0.21], [2.71, -1.58, -1.06], [-0.02, -3.28, -2.44], [-0.89, -3.68, -2.32], [0.06, -2.73, -1.65], [-2.57, 2.59, 2.27], [-2.18, 3.17, 1.60], [-2.27, 1.76, 1.86]]
}



Stability comparison, relative energies in hartree: run 1 0.0251; run 2 0.0000; run 3 0.0142